Record 1
C6H6 | ωB97M-V/def2-TZVPD

highest occupied orbital energy = -9.403 eV
energy above the lowest of the compared OMol25 structures with the same formula, charge and spin = 139.0 kcal per mole
gap between HOMO and LUMO = 8.813 eV
total energy = -232.00489 Ha

Each line ends with the Löwdin charge.
CARTESIAN COORDINATES (ANGSTROEM)
C 0.133 -1.229 1.570  -0.10
C 0.310 0.238 1.174  -0.26
C 0.011 0.512 -0.220  -0.03
C 0.012 0.763 -1.397  -0.07
C -0.382 0.988 -2.727  -0.30
C -0.004 1.308 -3.938  0.20
H 0.572 -1.389 2.558  0.07
H -0.922 -1.519 1.609  0.08
H 0.640 -1.885 0.856  0.08
H 1.359 0.529 1.278  0.12
H -0.275 0.899 1.825  0.11
H -1.455 0.785 -2.588  0.12

Atomic forces in eV per Å
C 0.01 -0.09 0.06
C 0.17 0.06 0.17
C 0.33 0.13 -0.38
C 0.61 -0.06 0.69
C -0.42 -0.02 -0.24
C -0.35 -0.26 0.94
H -0.10 -0.05 -0.09
H 0.15 0.09 -0.04
H -0.06 0.11 0.12
H -0.02 -0.05 0.31
H 0.06 -0.12 -0.07
H -0.37 0.26 -1.47



Record 2
C6H6 | ωB97M-V/def2-TZVPD

highest occupied orbital energy = -8.611 eV
energy above the lowest of the compared OMol25 structures with the same formula, charge and spin = 87.5 kcal per mole
SMILES = CC#CC#CC
gap between HOMO and LUMO = 9.592 eV
total energy = -232.08685 Ha

Each line ends with the Löwdin charge.
CARTESIAN COORDINATES (ANGSTROEM)
C -3.119 -0.073 0.192  -0.10
C -1.823 0.207 -0.289  -0.10
C -0.682 0.297 -0.641  -0.05
C 0.639 0.154 -0.367  -0.07
C 1.777 0.013 -0.033  -0.10
C 3.180 -0.079 0.174  -0.11
H -3.270 0.362 1.190  0.10
H -3.217 -1.165 0.186  0.10
H -3.776 0.399 -0.521  0.08
H 3.460 -1.111 -0.042  0.08
H 3.387 0.207 1.202  0.08
H 3.637 0.617 -0.532  0.09

Atomic forces in eV per Å
C -0.76 -0.06 0.13
C 0.90 0.16 -0.27
C -0.39 -0.15 0.68
C 0.68 0.21 -0.46
C -0.69 0.19 -0.45
C 0.30 -0.03 0.07
H -0.09 -0.27 -0.28
H -0.50 0.27 0.19
H -0.93 -0.12 0.02
H 0.52 0.11 0.18
H 0.51 -0.14 0.01
H 0.45 -0.16 0.18



Which formula does entry 1 have? C6H6



Look up the gap between HOMO and LUMO of the second one. 9.592 eV



What is the total energy in the first record? -232.00489 Ha